Below is a 8-piece molecular cluster, C11H25BBr6N3O11 overall at a distorted geometry, with properties calculated with wB97M-V/def2-TZVPD.

Last column: Löwdin spin population.
CARTESIAN COORDINATES (ANGSTROEM)
N 26.83 7.56 -26.43  0.00
H 27.80 7.41 -26.17  0.00
H 26.21 7.37 -25.66  0.00
H 26.72 6.91 -27.19  0.00
H 26.71 8.50 -26.79  0.00
N 28.29 4.31 -32.19  0.00
H 28.94 4.20 -31.43  0.00
H 27.99 3.43 -32.59  0.00
H 28.75 4.81 -32.94  0.00
H 27.46 4.74 -31.80  0.00
N 27.16 7.99 -32.23  0.00
H 26.28 7.93 -32.72  0.00
H 27.78 7.49 -32.85  0.00
H 27.14 7.51 -31.34  0.00
H 27.44 8.94 -32.02  0.00
O 31.02 4.30 -23.86  0.00
C 30.64 4.60 -25.00  0.00
O 31.22 4.32 -26.19  0.00
B 30.54 5.10 -27.29  0.00
O 29.33 5.66 -26.64  0.00
C 29.32 5.35 -25.36  0.00
O 28.38 5.63 -24.60  0.01
O 31.29 6.28 -27.80  0.00
C 31.29 6.24 -29.14  0.00
O 31.91 7.05 -29.80  0.00
C 30.67 4.91 -29.58  0.00
O 30.28 4.25 -28.53  0.00
O 30.60 4.62 -30.80  0.00
O 27.54 4.20 -29.46  0.00
C 26.80 5.32 -29.50  0.00
O 26.58 5.86 -30.56  0.00
O 26.48 5.89 -28.41  0.00
H 27.55 4.04 -28.51  0.00
Br 26.92 2.52 -25.38  0.66
C 28.47 1.84 -26.49  0.05
C 28.90 0.38 -26.16  0.00
Br 29.57 -0.20 -27.93  0.00
H 29.29 2.54 -26.39  0.01
H 28.11 1.93 -27.52  0.02
H 28.01 -0.22 -25.96  0.00
H 29.74 0.36 -25.46  0.00
Br 23.78 2.89 -30.95  0.00
C 24.08 2.93 -28.97  0.00
C 23.20 3.92 -28.39  0.01
Br 23.52 3.78 -26.41  0.23
H 25.08 3.28 -28.75  0.00
H 23.88 1.92 -28.61  0.00
H 22.18 3.63 -28.61  0.00
H 23.24 4.92 -28.82  0.00
Br 24.11 6.92 -33.19  0.00
C 22.76 6.62 -31.75  0.00
C 23.30 7.40 -30.53  0.00
Br 21.80 7.64 -29.29  0.00
H 22.62 5.54 -31.67  0.00
H 21.86 7.17 -32.03  0.00
H 23.78 8.34 -30.77  0.00
H 24.08 6.76 -30.12  0.00

For the energy above the lowest of the compared OMol25 structures with the same formula, charge and spin, the calculation gives 0.00 kcal/mol. As for the total charge: +2. As for the expectation value of S²: 0.755. Its spin multiplicity is 2.

Below is a 3-piece molecular cluster, C11H25BClFN3O3S2 overall at a distorted geometry, with properties calculated with wB97M-V/def2-TZVPD.

Last column: Mulliken charge in e.
CARTESIAN COORDINATES (ANGSTROEM)
O -1.93 5.59 4.21  -0.53
C -2.48 4.90 3.41  0.29
F -3.48 4.08 3.81  -0.26
C -2.20 4.82 1.95  -0.40
B -1.25 3.56 1.50  0.46
S -2.30 2.02 0.95  -0.35
Cl -0.13 2.97 2.87  -0.36
N -0.34 4.05 0.27  -0.49
C -0.89 4.34 -0.75  0.46
S -1.63 4.91 -2.04  -0.44
H -1.71 5.74 1.65  0.25
H -3.15 4.77 1.41  0.35
H -3.47 2.55 0.59  0.06
C -3.51 -2.86 -2.03  -1.52
C -2.98 -1.47 -1.69  0.41
C -1.44 -1.39 -1.69  -0.74
O -0.82 -1.94 -0.54  -0.17
C -0.63 -3.34 -0.58  -0.85
N -3.56 -1.03 -0.42  -0.71
H -3.41 -3.55 -1.19  0.28
H -4.58 -2.80 -2.26  0.38
H -3.00 -3.28 -2.90  0.35
H -3.32 -0.78 -2.47  0.40
H -1.17 -0.33 -1.68  0.32
H -1.02 -1.83 -2.60  0.46
H -0.41 -3.69 -1.60  0.42
H -1.50 -3.88 -0.20  0.24
H 0.22 -3.58 0.06  0.19
H -3.26 -0.07 -0.26  0.14
H -3.10 -1.55 0.32  0.38
C 4.04 -1.19 1.70  -1.59
C 2.90 -1.54 0.75  0.52
C 3.37 -1.83 -0.69  -0.49
O 3.71 -0.68 -1.45  -0.38
C 5.01 -0.17 -1.24  -0.66
N 1.89 -0.48 0.81  -0.54
H 4.40 -0.18 1.55  0.30
H 3.69 -1.25 2.73  0.37
H 4.88 -1.88 1.59  0.36
H 2.44 -2.46 1.11  0.21
H 2.55 -2.30 -1.22  0.18
H 4.21 -2.54 -0.69  0.43
H 5.73 -0.98 -1.06  0.30
H 5.04 0.54 -0.42  0.23
H 5.30 0.35 -2.15  0.26
H 1.08 -0.76 0.26  0.17
H 2.26 0.33 0.33  0.32

For the total energy, the calculation gives -2205.568721 a.u. As for the total charge: -1.

Below is a 2-piece molecular cluster, C11H25BNO4S overall at a distorted geometry, with properties calculated with wB97M-V/def2-TZVPD.

Last column: Mulliken charge in e.
CARTESIAN COORDINATES (ANGSTROEM)
C -1.00 4.74 -1.55  -1.25
C -0.93 3.52 -2.49  0.01
C -1.92 2.41 -2.15  -0.83
O -1.46 1.48 -1.21  -0.34
C -0.31 0.72 -1.66  -0.42
B 1.06 0.96 -0.80  0.45
N 0.76 0.93 0.75  -0.13
C 0.26 2.24 1.26  -0.59
C 1.86 0.57 1.55  0.56
C 1.50 0.14 2.97  -0.81
O 3.02 0.59 1.21  -0.65
H -1.14 5.64 -2.13  0.34
H -0.05 4.87 -1.04  0.25
H -1.78 4.65 -0.80  0.31
H -1.14 3.85 -3.50  0.56
H 0.09 3.14 -2.49  0.08
H -2.79 2.88 -1.69  0.44
H -2.28 1.91 -3.05  0.28
H -0.10 0.95 -2.71  0.33
H -0.58 -0.33 -1.65  -0.16
H 1.83 0.05 -1.10  -0.29
H 1.62 2.02 -1.12  -0.29
H 0.25 2.95 0.44  -0.23
H 0.87 2.64 2.06  0.55
H -0.77 2.14 1.59  0.21
H 0.81 0.87 3.39  0.37
H 0.98 -0.82 2.97  0.08
H 2.40 0.12 3.57  0.28
C -0.88 -4.41 -0.13  -0.61
C 0.35 -3.63 -0.61  -0.76
C 0.67 -2.58 0.46  0.02
S 0.09 -3.26 2.01  1.05
O -0.99 -2.45 2.52  -0.62
O 1.21 -3.59 2.87  -0.70
C -0.60 -4.76 1.33  -0.77
H -1.05 -5.31 -0.73  0.37
H -1.77 -3.79 -0.19  0.29
H 1.19 -4.31 -0.73  0.31
H 0.17 -3.15 -1.57  0.31
H 1.73 -2.37 0.55  0.46
H 0.13 -1.65 0.30  -0.20
H -1.48 -5.04 1.90  0.41
H 0.16 -5.54 1.42  0.33

For the energy above the lowest of the compared OMol25 structures with the same formula, charge and spin, the calculation gives 0.00 kcal/mol. As for the total charge: -1.

Below is a 2-piece molecular cluster, C11H25Cl2N7OP overall at a distorted geometry, with properties calculated with wB97M-V/def2-TZVPD.

Last column: Mulliken charge in e.
CARTESIAN COORDINATES (ANGSTROEM)
C -5.96 -3.19 1.32  -0.82
C -7.19 -2.96 0.21  0.35
Cl -8.87 -3.59 0.66  -0.12
C -6.91 -2.27 -1.11  -0.07
Cl -8.22 -1.99 -2.42  -0.13
C -5.36 -1.78 -1.36  0.27
N -5.08 -0.44 -0.71  -0.35
C -3.61 -0.30 -1.11  0.32
N -2.93 0.83 -0.73  -0.26
N -3.15 -1.52 -1.90  -0.05
N -4.19 -2.42 -2.08  -0.11
H -5.40 -4.18 0.99  0.27
H -5.23 -2.27 1.39  0.24
H -6.47 -3.29 2.38  0.36
H -1.94 0.89 -0.40  0.23
H -3.43 1.76 -0.86  0.28
H -2.19 -1.68 -2.27  0.27
H -4.26 -3.33 -2.58  0.31
O 0.77 1.56 0.52  -0.80
P 2.16 1.34 -0.13  0.80
N 2.39 -0.07 0.81  0.15
C 3.55 -0.53 1.54  -0.86
C 1.59 -1.22 0.39  -0.90
N 2.80 2.74 0.66  0.13
C 3.39 2.69 1.99  -1.08
C 1.90 3.91 0.66  -1.07
N 3.75 1.09 -0.88  0.00
C 3.83 0.03 -1.88  -1.05
C 5.06 1.59 -0.50  -0.84
H 4.30 -0.98 0.88  0.25
H 3.27 -1.29 2.28  0.39
H 4.03 0.24 2.14  0.19
H 2.01 -1.68 -0.51  0.34
H 0.56 -0.92 0.15  0.08
H 1.51 -1.98 1.17  0.38
H 2.72 2.23 2.73  0.30
H 3.66 3.69 2.36  0.40
H 4.35 2.17 1.99  0.28
H 1.13 3.83 1.44  0.34
H 1.39 4.00 -0.31  0.35
H 2.45 4.84 0.82  0.33
H 4.17 -0.91 -1.44  0.31
H 4.50 0.30 -2.70  0.40
H 2.84 -0.14 -2.33  0.30
H 5.46 1.08 0.37  0.28
H 5.06 2.67 -0.32  0.29
H 5.79 1.45 -1.31  0.35

For the total energy, the calculation gives -2153.811795 a.u. As for the total charge: +1.

Below is C11H25ClILaN3O2P as an isolated structure at a distorted geometry, with properties calculated with wB97M-V/def2-TZVPD.

Last column: Mulliken charge in e.
CARTESIAN COORDINATES (ANGSTROEM)
C -0.09 -0.93 -2.26  -0.68
C 1.09 -0.26 -2.97  0.37
H -0.40 -1.81 -2.85  0.28
H -0.94 -0.25 -2.13  0.04
H 0.27 -1.34 -1.31  0.23
O 1.97 -1.06 -3.47  -0.67
I 2.31 1.54 -2.41  -0.16
La -1.22 1.51 1.14  1.56
P 0.35 0.70 -4.63  1.04
C 1.68 1.57 -5.50  -1.33
C -0.20 -0.58 -5.81  -1.36
H -1.77 1.18 -3.52  0.34
H -1.59 1.99 -5.10  0.42
H -0.73 2.62 -3.66  0.27
C -1.07 1.72 -4.17  -1.14
H -1.21 -0.97 -5.60  0.36
H -0.22 -0.15 -6.82  0.44
H 1.41 1.71 -6.55  0.46
H 2.58 0.96 -5.43  0.43
H 0.50 -1.43 -5.82  0.38
H 1.85 2.54 -5.02  0.40
C 3.28 -0.68 -0.69  0.16
O 4.15 -1.27 -0.23  -0.21
Cl -3.08 1.38 -0.55  -0.41
C -2.80 -1.08 4.40  -1.13
N -1.38 -0.77 4.58  0.10
C -0.94 -0.56 5.97  -0.95
C -0.69 -0.43 3.50  0.74
N -1.41 -0.26 2.33  -0.74
N 0.62 -0.11 3.46  0.15
C 1.57 -0.45 4.52  -0.97
C 1.14 0.48 2.20  -0.90
H -3.21 -1.43 5.36  0.33
H -2.93 -1.90 3.67  0.43
H -3.38 -0.20 4.06  0.38
H -0.21 -1.33 6.27  0.31
H -0.51 0.44 6.10  0.34
H -1.83 -0.65 6.60  0.37
H -2.34 -0.73 2.38  0.33
H 2.58 -0.46 4.08  0.34
H 1.53 0.31 5.32  0.36
H 1.36 -1.45 4.93  0.36
H 0.66 0.04 1.29  0.34
H 1.05 1.60 2.25  0.22
H 2.19 0.25 2.06  0.33

For the total energy, the calculation gives -1879.102823 a.u. As for the total charge: +2.

Q: What is the total charge in the fourth record?
A: +1